1.
The following is a DFT calculation (the ωB97M-V functional and the def2-TZVPD basis) of a 12-piece molecular cluster, C26H77NO23 overall in a non-equilibrium geometry.

Output
2S+1: 1
LUMO energy (eV): -0.08
Highest occupied orbital energy (eV): -9.31
SMILES string: COC[C@H](C)N.OCCO.OCCO.OCCO.OCCO.OCCO.OCCO.OCCO.OCCO.OCCO.OCCO.OCCO
Relative energy (zero: lowest compared OMol25 entry of this formula, charge and spin) (kcal per mole): 163.69
Total charge: 0

```
127
Properties=species:S:1:pos:R:3:forces:R:3:lowdin_charge:R:1
C 4.348 -16.831 33.926 -0.42 -0.55 0.72 -0.15
O 4.932 -15.776 33.272 0.58 1.82 -0.96 -0.20
C 4.060 -15.194 32.268 1.35 -0.42 0.21 -0.15
C 4.741 -14.036 31.530 -0.29 -0.54 -0.58 -0.47
C 6.172 -14.332 31.201 0.87 -0.26 -0.21 -0.07
N 4.689 -12.771 32.164 0.38 1.75 2.09 0.03
H 5.039 -17.233 34.666 0.24 -0.04 -0.24 0.09
H 4.055 -17.610 33.223 -0.15 -0.29 0.01 0.09
H 3.485 -16.505 34.506 -0.47 -0.03 -0.03 0.08
H 3.945 -15.992 31.534 -0.84 -0.04 -0.12 0.12
H 3.157 -14.868 32.783 -0.41 -0.14 -0.35 0.12
H 4.231 -13.714 30.621 -0.47 -1.68 -0.64 0.13
H 6.344 -15.260 30.657 -0.22 0.11 -0.28 0.08
H 6.785 -14.430 32.097 -0.17 0.08 0.25 0.08
H 6.558 -13.476 30.647 0.16 -0.16 -0.25 0.08
H 5.612 -12.542 32.505 0.07 0.27 0.27 0.07
H 4.098 -12.786 32.982 -0.19 0.13 0.10 0.07
O 16.470 -13.927 33.110 -0.16 0.43 -0.01 -0.08
C 16.308 -12.914 32.100 0.64 -0.39 0.96 -0.23
C 15.246 -11.904 32.488 -0.09 -0.28 -1.64 -0.24
O 13.969 -12.536 32.382 0.09 -0.13 0.84 -0.07
H 15.582 -14.142 33.404 -0.15 -0.24 0.08 0.07
H 17.268 -12.397 32.081 0.04 0.06 -0.22 0.12
H 16.174 -13.453 31.162 -0.44 0.53 -0.29 0.12
H 15.195 -11.111 31.743 0.64 0.34 -0.01 0.12
H 15.498 -11.470 33.455 -0.29 -0.20 0.27 0.12
H 13.324 -11.864 32.614 -0.28 -0.13 0.02 0.08
O 11.661 -17.410 34.505 -0.43 -0.53 -0.09 -0.10
C 10.406 -17.635 35.207 1.32 0.22 -0.05 -0.20
C 10.722 -18.623 36.361 -0.27 1.24 0.53 -0.23
O 9.807 -18.513 37.435 -1.04 -0.18 0.20 -0.08
H 11.680 -16.493 34.221 -0.01 -0.08 -0.09 0.07
H 10.121 -16.630 35.518 -0.49 -0.32 0.78 0.11
H 9.625 -18.010 34.545 0.08 -0.15 -0.12 0.11
H 11.663 -18.334 36.831 0.60 -0.38 -0.89 0.12
H 10.687 -19.666 36.046 0.31 0.16 -0.19 0.12
H 10.125 -17.852 38.054 -0.05 0.02 -0.09 0.08
O 19.305 -17.242 41.065 0.92 0.18 -0.36 -0.09
C 18.066 -16.791 40.523 0.79 -1.27 -0.17 -0.21
C 17.753 -17.508 39.160 0.45 1.13 0.72 -0.24
O 17.394 -18.849 39.384 -0.62 -0.18 0.57 -0.06
H 19.353 -18.191 40.925 -0.03 -0.15 0.06 0.07
H 17.423 -17.016 41.373 -1.28 0.11 -0.77 0.11
H 18.153 -15.709 40.416 -0.08 -0.08 -0.28 0.11
H 18.620 -17.544 38.500 0.53 0.57 0.29 0.11
H 17.045 -16.873 38.628 -0.72 -0.36 0.01 0.11
H 17.119 -19.266 38.564 0.05 0.06 -0.07 0.09
O 22.207 -9.168 35.814 -0.95 0.49 -0.16 -0.08
C 21.014 -8.751 36.525 1.01 0.67 0.82 -0.24
C 20.345 -7.638 35.737 -1.11 -0.89 -0.86 -0.24
O 19.129 -7.164 36.375 1.13 -0.45 0.23 -0.08
H 22.711 -9.796 36.338 -0.20 0.02 0.19 0.08
H 20.350 -9.592 36.728 -0.14 0.06 -0.19 0.12
H 21.307 -8.292 37.469 0.06 -0.28 0.38 0.11
H 20.042 -8.153 34.826 0.08 0.39 -0.55 0.11
H 21.042 -6.835 35.499 0.04 0.00 0.20 0.12
H 18.745 -6.487 35.813 0.08 -0.01 -0.07 0.08
O 16.646 -21.476 30.358 -0.26 0.12 0.11 -0.07
C 15.298 -21.275 30.772 0.59 0.32 0.97 -0.24
C 15.008 -21.812 32.187 -0.71 0.54 0.17 -0.22
O 15.437 -20.947 33.279 0.56 -0.77 -0.93 -0.09
H 17.116 -20.709 30.693 0.39 -0.16 -0.02 0.08
H 15.133 -20.202 30.866 -0.35 0.23 -0.36 0.11
H 14.648 -21.678 29.994 -0.10 -0.20 0.26 0.12
H 15.430 -22.807 32.327 0.23 0.22 0.16 0.12
H 13.926 -21.889 32.301 -0.22 -0.29 -0.23 0.11
H 14.870 -20.172 33.305 -0.15 0.00 -0.12 0.07
O 10.025 -4.345 33.393 0.30 -0.68 0.04 -0.07
C 9.327 -5.587 33.504 0.21 -0.84 -0.25 -0.23
C 10.309 -6.821 33.602 0.67 0.97 0.95 -0.24
O 9.747 -8.093 33.867 -0.72 0.13 -0.71 -0.07
H 9.361 -3.674 33.225 0.05 0.10 -0.02 0.08
H 8.690 -5.547 34.388 0.01 -0.29 0.33 0.11
H 8.648 -5.697 32.658 0.05 -0.26 -0.22 0.11
H 11.001 -6.660 34.428 0.06 0.71 0.24 0.11
H 10.999 -6.931 32.765 -0.60 0.11 -0.47 0.12
H 9.182 -8.031 34.640 -0.03 0.02 0.11 0.08
O 23.933 -8.288 27.433 0.19 -0.54 -0.30 -0.07
C 24.089 -9.677 27.739 0.24 0.39 1.04 -0.24
C 22.986 -10.080 28.705 -1.21 -2.38 -1.54 -0.20
O 21.920 -10.706 27.907 0.09 0.62 0.50 -0.10
H 23.867 -7.913 28.314 0.04 0.59 -0.13 0.07
H 24.083 -10.323 26.861 -0.51 0.43 -0.18 0.12
H 25.065 -9.875 28.181 0.27 0.27 0.29 0.11
H 22.477 -9.304 29.276 0.76 0.31 0.24 0.12
H 23.272 -10.932 29.322 0.34 0.41 0.40 0.12
H 21.392 -9.966 27.598 -0.22 -0.11 -0.32 0.07
O 21.714 -16.259 25.715 2.39 1.24 0.71 -0.07
C 20.562 -16.870 25.316 -0.26 -2.20 -0.40 -0.27
C 20.935 -18.346 24.903 0.01 0.97 -0.06 -0.20
O 21.881 -18.345 23.801 -1.34 0.01 0.59 -0.08
H 21.467 -15.384 26.024 0.39 0.14 0.04 0.09
H 19.911 -16.840 26.190 -0.86 -0.42 -0.39 0.12
H 20.201 -16.325 24.444 -0.74 -0.34 -0.12 0.12
H 19.996 -18.862 24.705 0.17 -0.03 -0.87 0.11
H 21.398 -18.954 25.680 -0.04 0.52 0.62 0.11
H 22.589 -17.791 24.138 0.29 0.13 -0.12 0.07
O 24.882 -17.890 32.117 1.75 0.68 0.35 -0.05
C 23.717 -18.161 31.434 -0.54 -0.80 -1.16 -0.30
C 22.595 -17.755 32.311 -0.81 0.66 0.19 -0.27
O 21.355 -17.985 31.687 -0.53 -0.50 -0.16 -0.06
H 25.336 -17.236 31.581 0.39 -0.01 0.40 0.09
H 23.699 -17.651 30.471 -0.28 0.23 -0.06 0.13
H 23.706 -19.222 31.181 -0.37 -0.24 0.15 0.13
H 22.629 -16.679 32.481 0.60 0.16 0.32 0.12
H 22.674 -18.276 33.265 0.05 -0.07 0.14 0.13
H 20.699 -17.629 32.291 -0.28 -0.09 -0.18 0.08
O 11.902 -9.330 39.889 -0.91 0.15 0.40 -0.05
C 13.203 -9.471 39.455 2.80 -0.36 0.41 -0.26
C 14.257 -9.791 40.635 -1.14 -0.95 0.92 -0.17
O 14.218 -11.140 41.229 -0.50 0.18 -1.61 -0.11
H 11.635 -8.414 39.782 -0.06 -0.06 0.13 0.09
H 13.245 -10.104 38.569 0.08 -0.97 0.47 0.11
H 13.611 -8.571 38.996 -0.05 0.63 0.39 0.11
H 13.973 -9.189 41.498 -0.11 0.80 -0.40 0.10
H 15.301 -9.576 40.405 -0.14 0.16 -0.64 0.10
H 14.617 -11.148 42.103 0.03 0.41 -0.07 0.07
O 11.205 -14.970 25.311 -0.41 -0.78 -0.06 -0.07
C 12.461 -14.331 25.279 -0.19 0.01 0.91 -0.25
C 13.505 -15.291 25.884 -1.59 3.18 0.66 -0.31
O 13.979 -16.137 24.967 1.80 -2.22 -1.79 -0.03
H 10.468 -14.461 24.963 0.31 0.31 -0.12 0.08
H 12.769 -14.030 24.278 0.06 -0.19 -0.19 0.12
H 12.444 -13.430 25.892 -0.10 0.22 0.16 0.11
H 13.142 -15.725 26.815 -0.23 -0.24 0.02 0.12
H 14.271 -14.563 26.153 0.68 -0.44 0.11 0.12
H 13.336 -16.743 24.591 -0.34 0.16 0.31 0.11
```
Forces are in eV/Å.

***

2.
The following is a DFT calculation (the ωB97M-V functional and the def2-TZVPD basis) of a 12-piece molecular cluster, C26H77NO23 overall in a non-equilibrium geometry.

Output
2S+1: 1
LUMO energy (eV): 0.37
Highest occupied orbital energy (eV): -9.26
SMILES string: COC[C@H](C)N.OCCO.OCCO.OCCO.OCCO.OCCO.OCCO.OCCO.OCCO.OCCO.OCCO.OCCO
Relative energy (zero: lowest compared OMol25 entry of this formula, charge and spin) (kcal per mole): 53.78
Total charge: 0

```
127
Properties=species:S:1:pos:R:3:forces:R:3:lowdin_charge:R:1
C -5.700 1.549 -0.331 -0.49 -0.43 -0.24 -0.10
O -4.466 1.981 -0.859 0.11 -0.13 1.09 -0.22
C -4.554 2.844 -1.953 0.95 -0.49 -0.11 -0.21
C -3.269 2.823 -2.815 -1.32 1.54 1.86 -0.42
C -2.075 3.385 -2.051 0.13 -1.16 -0.31 -0.05
N -3.602 3.795 -3.815 -0.31 0.08 -2.25 0.02
H -6.398 2.322 -0.010 0.29 0.55 -0.02 0.09
H -5.540 0.900 0.530 0.32 0.03 -0.02 0.09
H -6.217 0.978 -1.103 -0.19 -0.22 -0.08 0.09
H -5.408 2.569 -2.573 -0.21 -0.06 -0.14 0.12
H -4.634 3.890 -1.659 -0.41 0.12 0.41 0.13
H -3.117 1.824 -3.224 0.26 0.10 -0.16 0.14
H -1.794 2.743 -1.216 0.21 -0.04 -0.07 0.07
H -2.239 4.381 -1.638 -0.25 0.07 -0.19 0.08
H -1.292 3.413 -2.808 0.46 0.20 0.37 0.08
H -4.560 3.639 -4.093 -0.07 -0.08 -0.58 0.07
H -3.600 4.771 -3.554 0.53 -0.09 0.59 0.08
O -1.074 -5.049 -0.340 -0.44 -0.55 -0.63 -0.07
C -1.357 -5.197 1.030 0.48 0.09 0.52 -0.24
C -2.401 -6.292 1.286 -0.04 -0.36 -0.81 -0.25
O -2.772 -6.314 2.638 0.08 0.43 0.63 -0.05
H -0.382 -4.389 -0.425 0.18 0.28 0.00 0.05
H -0.436 -5.477 1.542 0.17 -0.41 0.30 0.11
H -1.566 -4.213 1.448 -0.88 -0.05 0.26 0.11
H -2.010 -7.271 1.010 0.69 -0.07 -0.08 0.12
H -3.281 -6.249 0.645 -0.14 0.84 -0.21 0.11
H -3.486 -6.946 2.752 0.02 0.01 0.02 0.09
O 3.463 4.304 2.448 0.06 -1.43 0.34 -0.08
C 2.866 3.194 3.197 0.42 1.80 -0.04 -0.20
C 3.697 1.940 3.135 0.48 -0.31 -0.14 -0.24
O 4.899 1.927 3.915 -0.54 0.23 0.37 -0.06
H 3.080 5.149 2.693 -0.21 -0.15 0.09 0.07
H 2.736 3.513 4.231 0.37 -0.15 0.34 0.12
H 1.836 3.019 2.886 -0.04 -0.27 -0.64 0.10
H 4.000 1.611 2.141 -0.59 0.35 -0.31 0.12
H 3.018 1.179 3.520 0.26 -0.34 0.21 0.11
H 5.618 2.261 3.374 -0.09 0.11 -0.06 0.08
O 3.958 -3.700 1.545 -0.76 0.40 1.51 -0.06
C 2.839 -4.617 1.589 1.60 -0.82 -0.64 -0.22
C 2.227 -4.563 0.261 -0.92 0.06 -0.88 -0.23
O 1.473 -3.356 0.170 -0.45 -0.25 -0.49 -0.06
H 4.613 -3.990 0.905 -0.10 -0.22 -0.03 0.09
H 3.213 -5.629 1.746 0.00 -0.15 0.40 0.13
H 2.074 -4.393 2.332 0.55 0.37 0.31 0.11
H 1.576 -5.417 0.075 -0.28 0.03 0.04 0.12
H 3.003 -4.594 -0.505 0.05 0.01 -0.18 0.13
H 2.009 -2.695 -0.275 0.10 0.37 -0.19 0.08
O 2.663 -1.442 -2.403 1.01 -0.79 0.18 -0.09
C 3.640 -2.348 -2.969 1.13 0.24 0.17 -0.19
C 4.926 -2.306 -2.077 -1.15 2.51 -0.30 -0.20
O 5.631 -1.045 -2.203 1.17 -2.34 -1.01 -0.09
H 1.819 -1.505 -2.857 -0.63 -0.40 -0.42 0.04
H 3.332 -3.378 -3.148 -0.74 -0.26 0.92 0.11
H 3.904 -2.098 -3.996 0.19 0.83 -0.01 0.12
H 5.588 -3.141 -2.306 0.12 0.27 -0.10 0.12
H 4.628 -2.310 -1.028 -0.31 -0.73 0.22 0.10
H 5.137 -0.238 -2.038 -0.87 0.17 0.33 0.01
O 2.007 1.255 -3.148 -1.08 0.22 0.29 -0.06
C 2.991 2.244 -3.139 0.86 0.59 -0.29 -0.23
C 3.765 2.330 -1.805 -0.75 -1.27 -0.04 -0.14
O 4.259 1.030 -1.379 0.26 0.84 -0.60 -0.09
H 2.361 0.418 -2.838 0.53 -0.30 0.02 0.04
H 3.586 2.127 -4.045 0.88 -0.35 0.22 0.11
H 2.541 3.213 -3.357 -0.48 0.10 0.51 0.12
H 3.048 2.604 -1.031 0.10 0.55 -0.08 0.10
H 4.614 3.013 -1.827 -0.17 -0.06 -0.07 0.13
H 3.533 0.507 -1.031 -0.34 0.01 0.35 0.06
O -3.678 0.579 2.615 0.48 0.92 -0.33 -0.07
C -2.922 1.666 2.044 -0.66 0.22 2.15 -0.19
C -3.508 2.935 2.799 0.84 -2.08 -1.25 -0.18
O -2.647 4.027 2.562 -0.94 0.95 -0.15 -0.08
H -3.672 -0.154 1.995 -0.10 -0.54 -0.19 0.02
H -1.861 1.597 2.284 0.22 -0.15 0.35 0.10
H -2.946 1.664 0.954 -0.64 0.54 -0.01 0.10
H -3.512 2.871 3.887 -0.28 -1.13 -0.03 0.13
H -4.525 3.056 2.426 -0.08 0.43 -0.04 0.12
H -3.158 4.710 3.003 0.67 0.87 -0.18 0.11
O -3.285 -1.769 1.148 -1.30 0.06 0.02 -0.08
C -3.535 -2.545 -0.017 -0.26 1.03 -1.37 -0.20
C -4.495 -1.823 -1.056 1.29 0.11 1.69 -0.20
O -3.883 -0.693 -1.663 0.13 -0.73 -0.53 -0.08
H -2.370 -1.507 1.275 0.81 -0.42 -0.46 0.04
H -2.598 -2.722 -0.545 0.08 -0.21 0.02 0.11
H -4.005 -3.499 0.221 0.09 -0.06 0.38 0.11
H -5.374 -1.493 -0.502 -0.34 -0.19 -0.06 0.11
H -4.761 -2.554 -1.820 -0.01 0.17 -0.10 0.12
H -3.902 0.074 -1.087 -0.09 0.18 0.18 0.04
O -1.407 -0.498 -5.939 0.11 0.38 -0.02 -0.05
C -0.538 0.183 -5.024 0.60 0.55 -1.06 -0.25
C -0.742 -0.338 -3.677 0.39 0.32 1.94 -0.26
O -0.006 -1.537 -3.502 -0.16 -1.16 0.05 -0.07
H -0.881 -1.157 -6.399 -0.04 0.06 -0.09 0.08
H 0.503 0.045 -5.315 0.14 -0.24 0.06 0.12
H -0.615 1.270 -5.027 -0.85 0.08 -0.35 0.12
H -1.798 -0.454 -3.431 -0.12 -0.23 -0.10 0.12
H -0.309 0.281 -2.891 -0.12 0.62 -0.31 0.10
H -0.543 -2.246 -3.863 0.13 -0.32 0.02 0.10
O -0.415 3.912 1.182 0.30 -1.35 -0.78 -0.10
C -0.141 5.256 0.994 1.13 0.77 -0.75 -0.25
C 0.847 5.470 -0.204 -0.97 -1.52 0.66 -0.20
O 2.100 4.826 0.021 0.14 1.32 -0.31 -0.08
H -1.238 3.929 1.675 -0.35 -0.51 0.31 0.01
H -1.082 5.779 0.820 0.02 0.48 -0.13 0.12
H 0.302 5.558 1.943 0.28 0.98 -0.07 0.11
H 0.925 6.520 -0.486 0.67 0.09 0.56 0.11
H 0.423 5.012 -1.098 -0.52 -0.20 -0.06 0.10
H 2.004 3.974 0.452 -0.40 0.04 0.20 0.05
O 2.573 -3.761 4.906 0.52 -0.50 -0.46 -0.06
C 2.032 -2.482 5.138 -1.21 0.08 0.31 -0.23
C 1.135 -2.064 3.943 1.40 0.92 0.19 -0.17
O 1.968 -1.780 2.803 -0.20 -0.47 0.35 -0.11
H 3.468 -3.691 4.566 0.12 0.04 -0.04 0.09
H 1.448 -2.630 6.046 -0.47 0.29 -0.08 0.12
H 2.790 -1.753 5.424 0.10 0.20 -0.51 0.12
H 0.665 -1.088 4.055 -0.46 -0.32 0.68 0.13
H 0.409 -2.845 3.717 -0.08 -0.04 0.06 0.12
H 2.579 -2.513 2.694 0.35 0.03 -0.34 0.04
O 2.158 0.243 0.989 0.09 0.39 -0.88 -0.06
C 0.913 0.818 0.734 -2.35 -0.83 -0.78 -0.22
C -0.170 -0.224 0.191 1.71 0.89 0.41 -0.18
O -0.464 -1.233 1.130 -0.95 0.10 0.44 -0.08
H 2.016 -0.302 1.767 0.40 -0.63 0.37 0.04
H 0.515 1.292 1.631 -0.14 0.07 0.15 0.10
H 0.902 1.581 -0.045 0.75 0.18 -0.05 0.11
H 0.215 -0.677 -0.722 0.11 0.00 -0.22 0.10
H -1.082 0.313 -0.070 -0.14 -0.02 0.18 0.11
H 0.236 -1.888 1.173 0.40 -0.13 -0.12 0.05
```
Forces are in eV/Å.

***

Q: Among the records above, which one has the highest relative energy (zero: lowest compared OMol25 entry of this formula, charge and spin)?
A: number 1